--- A ---
Density functional theory data (ωB97M-V with the def2-TZVPD basis set) for a single C4H10O molecule.

Last column: natural (NBO) charge in e.
Cartesian coordinates (Å):
C: 2.06335 0.47887 -0.23890  -0.6439
C: 1.21012 -0.78125 0.09400  -0.0590
C: -0.94050 0.13261 0.31771  -0.0555
C: -2.31198 0.01538 -0.25609  -0.6224
H: 1.74587 1.34703 0.36428  0.2040
H: 1.89491 0.78758 -1.30369  0.2147
H: 3.11991 0.26972 -0.02146  0.2124
H: 1.21242 -0.85209 1.22295  0.1590
H: 1.65250 -1.70484 -0.28586  0.1885
H: -0.99361 -0.20821 1.39871  0.1533
H: -0.54913 1.21332 0.36575  0.1537
H: -3.06774 0.53513 0.39570  0.2095
H: -2.39800 0.45396 -1.25153  0.2093
H: -2.54519 -1.04041 -0.36570  0.2158
O: -0.09292 -0.64680 -0.43586  -0.5394

**LUMO level**: 1.20 eV
**Gap between HOMO and LUMO**: 10.86 eV
**HOMO level**: -9.655 eV
**Charge**: 0
**SMILES string**: CCOCC

---

--- B ---
Density functional theory data (ωB97M-V with the def2-TZVPD basis set) for 2 unconnected molecules or ions with the total composition C4H10O.

Last column: natural (NBO) charge in e.
Cartesian coordinates (Å):
C: -0.92044 -0.83602 -0.81572  -0.4406
C: -0.35138 0.30533 1.35159  -0.6527
C: -0.19755 1.51423 -0.91950  -0.6687
C: -0.38743 0.19997 -0.18982  0.0754
O: 1.50799 -1.59981 0.04445  -0.9332
H: -0.94224 -1.80424 -0.24390  0.1898
H: -0.88397 -0.74257 -1.92249  0.2008
H: 2.58740 -1.53777 0.59188  0.4628
H: 0.35327 -0.30782 1.81865  0.2248
H: -1.34547 0.17735 1.71988  0.2198
H: 0.03918 1.31937 1.61498  0.1997
H: -1.15957 1.95427 -1.10028  0.2227
H: 0.08485 2.30720 -0.31837  0.2094
H: 0.39675 1.55578 -1.80832  0.2197
H: 1.21862 -2.50527 0.17696  0.4704

**LUMO level**: 0.58 eV
**Gap between HOMO and LUMO**: 9.28 eV
**HOMO level**: -8.701 eV
**Charge**: 0
**SMILES string**: C=C(C)C.O

---

--- C ---
Density functional theory data (ωB97M-V with the def2-TZVPD basis set) for a single C4H10O molecule.

Last column: natural (NBO) charge in e.
Cartesian coordinates (Å):
C: 1.49952 0.11144 0.25073  -0.6255
C: -0.00271 -0.07915 -0.00384  0.2488
C: -0.36545 0.24448 -1.44230  -0.6396
C: -0.77613 0.98556 0.91736  -0.6377
H: 1.92030 -0.66477 -0.39193  0.2112
H: 1.64214 -0.26771 1.20714  0.2105
H: 1.82343 1.13797 0.15813  0.2115
H: -0.18618 1.36204 -1.69845  0.2030
H: -1.47276 0.08784 -1.56189  0.2099
H: 0.34789 -0.25589 -2.16420  0.2215
H: -0.44173 0.90456 1.96434  0.2198
H: -1.81221 0.52717 0.85067  0.1833
H: -0.75746 2.04702 0.32872  0.2278
H: -1.28329 -1.44710 0.66284  0.4636
O: -0.23894 -1.37564 0.28912  -0.7083

**LUMO level**: 0.81 eV
**Gap between HOMO and LUMO**: 10.92 eV
**HOMO level**: -10.114 eV
**Charge**: 0
**SMILES string**: CC(C)(C)O

---

Which of them is least stable? Easy: B.

---

--- A ---
Density functional theory data (ωB97M-V with the def2-TZVPD basis set) for 2 unconnected molecules or ions with the total composition C4H10O.

Last column: natural (NBO) charge in e.
Cartesian coordinates (Å):
C: -1.41311 1.35886 0.27281  -0.6601
C: 2.32217 0.31682 0.03679  -0.8478
C: -0.96673 -2.12579 0.00657  -0.1760
C: -0.95505 0.15590 -0.46662  0.0812
O: -1.24903 -0.89320 0.25220  -0.3771
H: -1.58494 2.16295 -0.51310  0.2165
H: -2.27069 1.18181 0.86351  0.2263
H: -0.58380 1.63722 0.98614  0.2093
H: 2.53547 1.12536 0.72463  0.2092
H: 1.94241 -0.46891 0.68315  0.2211
H: 1.64782 0.67576 -0.67116  0.2056
H: -1.40948 -2.86198 0.75912  0.1719
H: 3.09459 0.15785 -0.58229  0.2107
H: -0.66816 -2.40817 -1.03595  0.1494
H: -0.44145 -0.01446 -1.31581  0.1599

**LUMO level (alpha / beta)**: 0.99 / 1.00 eV
**Gap between HOMO and LUMO (alpha / beta)**: 8.16 / 8.00 eV
**HOMO level (alpha / beta)**: -7.173 / -6.994 eV
**Charge**: 0

---

--- B ---
Density functional theory data (ωB97M-V with the def2-TZVPD basis set) for a single C4H10O molecule.

Last column: natural (NBO) charge in e.
Cartesian coordinates (Å):
C: 0.56698 -1.24907 0.84930  -0.6004
C: 0.42435 -0.12316 -0.14460  -0.2716
C: -0.30202 -0.39625 -1.42766  -0.6081
C: -0.22044 0.97996 0.64274  -0.0472
H: 1.33808 -1.00576 1.68433  0.2147
H: -0.33692 -1.57612 1.35004  0.2052
H: 0.91902 -2.15419 0.23448  0.2107
H: 1.44283 0.16921 -0.38555  0.2033
H: -1.36602 -0.75857 -1.27993  0.1994
H: 0.15513 -1.19527 -1.97556  0.2077
H: -0.30138 0.48286 -2.14615  0.2329
H: 0.37693 1.20999 1.54662  0.1638
H: -1.23344 0.70406 0.88659  0.1575
H: -1.14331 2.70798 0.28215  0.4654
O: -0.31977 2.20433 -0.11680  -0.7333

**LUMO level**: 0.95 eV
**Gap between HOMO and LUMO**: 11.11 eV
**HOMO level**: -10.158 eV
**Charge**: 0
**SMILES string**: CC(C)CO

---

--- C ---
Density functional theory data (ωB97M-V with the def2-TZVPD basis set) for a single C4H10O molecule.

Last column: natural (NBO) charge in e.
Cartesian coordinates (Å):
C: 2.28933 -0.29274 0.11001  -0.6079
C: 1.06366 0.61072 0.00479  -0.4132
C: -0.23261 -0.17753 0.04636  -0.0530
O: -1.30881 0.72826 0.04587  -0.5373
C: -2.54471 0.08743 -0.11765  -0.2455
H: 2.24280 -1.11173 -0.61814  0.2011
H: 3.21125 0.26548 -0.07816  0.2142
H: 2.36626 -0.73977 1.10791  0.2034
H: 1.07644 1.17771 -0.93337  0.2028
H: 1.05779 1.34617 0.81786  0.2065
H: -0.27672 -0.82890 0.93817  0.1567
H: -0.29077 -0.83849 -0.83725  0.1552
H: -3.32094 0.85617 -0.08765  0.1930
H: -2.59953 -0.43978 -1.08399  0.1620
H: -2.73344 -0.64300 0.68525  0.1621

**LUMO level**: 1.17 eV
**Gap between HOMO and LUMO**: 11.00 eV
**HOMO level**: -9.826 eV
**Charge**: 0
**SMILES string**: CCCOC

---

Which of them is least stable? Easy: A.

---

--- A ---
Density functional theory data (ωB97M-V with the def2-TZVPD basis set) for 2 unconnected molecules or ions with the total composition C4H10O.

Last column: natural (NBO) charge in e.
Cartesian coordinates (Å):
C: -2.38363 -0.80752 0.07007  -0.2499
O: -1.84548 0.35198 -0.55404  -0.7155
H: -3.34316 -1.09975 -0.36002  0.1606
H: -1.70299 -1.65387 -0.03562  0.1629
H: -2.52450 -0.62640 1.13131  0.1810
H: -1.57202 0.05013 -1.42994  0.4625
C: 1.53737 0.59177 1.37337  -0.6467
C: 1.79609 -0.20445 0.14460  -0.1541
C: 1.45305 0.12948 -1.08193  -0.4192
H: 2.49051 0.86022 1.83245  0.2149
H: 1.02757 1.51910 1.11147  0.2155
H: 0.94773 0.02656 2.09100  0.2184
H: 2.35132 -1.13177 0.30216  0.1861
H: 1.46280 -0.54549 -1.92696  0.1950
H: 0.84952 1.01803 -1.23641  0.1885

**LUMO level**: 0.99 eV
**Gap between HOMO and LUMO**: 10.57 eV
**HOMO level**: -9.585 eV
**Charge**: 0
**SMILES string**: C=CC.CO

---

--- B ---
Density functional theory data (ωB97M-V with the def2-TZVPD basis set) for a single C4H10O molecule.

Last column: natural (NBO) charge in e.
Cartesian coordinates (Å):
C: -0.96976 1.48201 0.84968  -0.6012
C: -0.81873 0.44035 -0.25558  -0.4112
C: 0.14797 -0.71495 0.07475  0.0988
C: 1.05528 -1.03819 -1.10822  -0.6295
O: 0.93170 -0.34351 1.20231  -0.7251
H: -0.01048 1.96531 1.04945  0.2162
H: -1.31050 1.03481 1.78749  0.2083
H: -1.69112 2.24909 0.54771  0.2038
H: -1.79970 0.01568 -0.49965  0.2028
H: -0.47229 0.94527 -1.16524  0.1943
H: -0.44557 -1.60792 0.33009  0.1502
H: 0.47900 -1.25617 -2.01431  0.2128
H: 1.70261 -0.17678 -1.30901  0.2124
H: 1.69440 -1.90463 -0.89734  0.2006
H: 1.50719 -1.09037 1.40788  0.4667

**LUMO level**: 0.97 eV
**Gap between HOMO and LUMO**: 11.09 eV
**HOMO level**: -10.127 eV
**Charge**: 0
**SMILES string**: CC[C@@H](C)O

---

Which of them is least stable? Easy: A.

---

--- A ---
Density functional theory data (ωB97M-V with the def2-TZVPD basis set) for 2 unconnected molecules or ions with the total composition C4H10O.

Last column: natural (NBO) charge in e.
Cartesian coordinates (Å):
C: -0.60576 1.36464 0.81839  -0.6802
C: 1.11297 -1.86718 1.54529  -0.8568
C: -0.63373 0.00246 -2.59818  -0.1591
C: -0.25797 1.15546 -0.66684  0.1119
O: -0.93819 0.27357 -1.34519  -0.3902
H: -1.18443 0.48378 1.00559  0.2225
H: 0.26359 1.46245 1.52658  0.2219
H: -1.26813 2.31894 1.01876  0.2083
H: 1.80488 -1.40916 0.80306  0.2132
H: 0.76195 -1.01447 2.11481  0.2086
H: 0.31009 -2.36354 1.00003  0.2193
H: -1.41129 -0.59681 -3.12370  0.1603
H: 1.67386 -2.44273 2.26022  0.2146
H: -0.04394 0.71792 -3.26591  0.1525
H: 0.41609 1.91467 -1.09291  0.1531

**LUMO level (alpha / beta)**: 0.99 / 0.75 eV
**Gap between HOMO and LUMO (alpha / beta)**: 8.60 / 7.95 eV
**HOMO level (alpha / beta)**: -7.611 / -7.196 eV
**Charge**: 0

---

--- B ---
Density functional theory data (ωB97M-V with the def2-TZVPD basis set) for a single C4H10O molecule.

Last column: natural (NBO) charge in e.
Cartesian coordinates (Å):
C: -0.10277 1.51532 -0.05881  -0.6442
C: -0.06954 -0.73438 -1.32050  -0.6267
C: -0.66904 -0.61610 1.11850  -0.6443
C: 0.13394 0.06814 0.01558  0.2838
O: 1.74291 -0.13775 0.04172  -0.7741
H: 0.88817 2.00152 -0.50884  0.2352
H: -0.94768 1.68010 -0.61771  0.2143
H: -0.11585 2.02683 0.85900  0.2093
H: -0.99822 -1.19998 -1.44596  0.1962
H: 0.59852 -1.48950 -1.10567  0.2326
H: 0.09340 -0.25233 -2.21498  0.2086
H: -0.23948 -0.34274 2.00623  0.2046
H: -1.78994 -0.43533 1.13263  0.2335
H: -0.49397 -1.74229 1.12781  0.2139
H: 1.96955 -0.34150 0.97100  0.4572

**LUMO level**: 0.90 eV
**Gap between HOMO and LUMO**: 11.19 eV
**HOMO level**: -10.292 eV
**Charge**: 0
**SMILES string**: CC(C)(C)O

---

--- C ---
Density functional theory data (ωB97M-V with the def2-TZVPD basis set) for 3 unconnected molecules or ions with the total composition C4H10O.

Last column: natural (NBO) charge in e.
Cartesian coordinates (Å):
C: -0.60660 -1.34226 -1.30494  -0.2072
O: -1.06848 -0.34233 -0.51435  -0.4963
C: -0.14523 0.11285 0.36419  0.2499
C: 1.16661 0.57967 -0.24841  -0.6868
C: -0.80496 1.05558 1.36558  -0.6559
H: 0.10606 -2.00667 -0.14226  0.0687
H: 0.21384 -1.05644 -1.97840  0.1655
H: -1.46712 -1.76963 -1.84650  0.1951
H: 0.27419 -1.33349 0.74283  0.0416
H: 1.02049 1.19527 -1.15074  0.2175
H: 1.76651 -0.28752 -0.53187  0.2207
H: 1.73254 1.16644 0.47965  0.2245
H: -0.20580 1.08249 2.27757  0.2199
H: -1.80782 0.69423 1.61294  0.2279
H: -0.90719 2.09831 1.01374  0.2150

**LUMO level**: 1.15 eV
**Gap between HOMO and LUMO**: 10.29 eV
**HOMO level**: -9.136 eV
**Charge**: 0

---

Which of them is least stable? Easy: A.